1.
# C11H23N3O8

3 unconnected molecules or ions with the total composition C11H23N3O8 at a distorted geometry (ωB97M-V/def2-TZVPD, OMol25).

The value obtained for the gap between HOMO and LUMO is 9.11 eV. As for the total energy: -32623.950 eV. As for the SMILES: CCOC(=O)OCCCCNC(C)=O.C[N+](=O)[O-].C[N+](=O)[O-]. As for the net charge: 0. For the LUMO energy, the calculation gives 0.1 eV. As for the HOMO energy: -8.98 eV. The value obtained for the energy above the lowest of the compared OMol25 structures with the same formula, charge and spin is 72.1 kcal per mole.

Positions of all 45 atoms, in Å:
1 C 3.73664 -0.84805 -0.37739
2 C 3.47814 0.61186 -0.71899
3 O 2.12042 0.83068 -1.14943
4 C 1.39083 1.53598 -0.31505
5 O 1.53352 1.59608 0.84190
6 O 0.43178 2.20367 -0.96971
7 C -0.89388 1.88094 -0.49590
8 C -1.25996 0.39951 -0.66451
9 C -1.85614 -0.19490 0.61681
10 C -0.88292 -0.96759 1.54608
11 N 0.26699 -1.61653 0.92714
12 C -0.01831 -2.86372 0.29183
13 C -0.66868 -2.98265 -1.06912
14 O 0.28292 -3.84977 0.83069
15 H 3.06198 -1.49554 -0.91725
16 H 3.62416 -0.99833 0.68691
17 H 4.76149 -1.07891 -0.63332
18 H 3.78687 1.27571 0.07261
19 H 4.09950 0.84343 -1.57391
20 H -1.55920 2.47554 -1.09954
21 H -1.02039 2.21538 0.52799
22 H -0.44556 -0.16423 -1.09880
23 H -2.05068 0.38586 -1.40341
24 H -2.21845 0.64555 1.19379
25 H -2.73954 -0.78085 0.40855
26 H -0.54955 -0.33625 2.36536
27 H -1.45693 -1.76222 2.00968
28 H 0.82811 -0.99276 0.36472
29 H -1.52592 -3.63311 -0.98335
30 H -0.95660 -2.05191 -1.53191
31 H 0.02835 -3.49840 -1.71471
32 C -1.46002 1.20000 5.58682
33 N -2.05663 1.22725 4.22243
34 O -3.23126 0.93778 4.11082
35 O -1.31674 1.53738 3.30878
36 H -2.22821 0.90828 6.29311
37 H -0.64743 0.47945 5.57225
38 H -1.09002 2.19820 5.80030
39 C 0.41944 0.92528 -4.44309
40 N -0.95891 0.36340 -4.37323
41 O -1.86251 1.01402 -4.85783
42 O -1.08129 -0.71423 -3.82230
43 H 0.37626 1.88065 -4.95243
44 H 0.77607 1.04208 -3.42180
45 H 1.03225 0.21600 -4.99158

Results of the natural (NBO) charge analysis, in e, for atoms 1 through 6:
1 C -0.637
2 C -0.075
3 O -0.514
4 C 0.986
5 O -0.602
6 O -0.530



2.
# C20H26MnN7S2Si

A molecular structure, C20H26MnN7S2Si (ωB97M-V/def2-TZVPD, OMol25).

The value obtained for the gap between HOMO and LUMO (spin up / spin down) is 6.82 / 6.95 eV. As for the total energy: -92460.510 eV. As for the net charge: +1. For the LUMO energy (spin up / spin down), the calculation gives -2.9 / -2.9 eV. As for the HOMO energy (spin up / spin down): -9.72 / -9.89 eV. The value obtained for the energy above the lowest of the compared OMol25 structures with the same formula, charge and spin is 5.4 kcal per mole. The multiplicity is 6.

Positions of all 57 atoms, in Å:
1 Mn -0.67361 -0.76711 0.71552
2 C 3.72075 3.92348 -1.35349
3 Si 2.79918 3.58076 0.23359
4 C 1.22581 4.56519 0.29016
5 C 3.85473 4.04522 1.70291
6 C 2.60140 1.68947 0.29858
7 C 3.77954 0.96542 0.46168
8 C 3.80000 -0.42681 0.52240
9 C 2.59716 -1.08026 0.41025
10 N 1.44485 -0.42614 0.22385
11 C 1.41728 0.93177 0.17523
12 S -0.20075 1.56684 -0.01674
13 H 3.94179 4.98987 -1.45629
14 H 3.12271 3.62096 -2.21718
15 H 4.66913 3.38134 -1.39298
16 H 1.48365 5.62892 0.25390
17 H 0.66520 4.37986 1.20783
18 H 0.57236 4.33881 -0.55166
19 H 4.07445 5.11674 1.67334
20 H 4.81104 3.51749 1.72320
21 H 3.33527 3.83925 2.64216
22 H 4.71936 1.50304 0.54991
23 H 4.71963 -0.97858 0.65796
24 H 2.53075 -2.16259 0.46856
25 N -4.57731 -0.53114 2.33269
26 C -5.12887 -0.50206 1.07275
27 C -4.07619 -0.45404 0.21263
28 N -2.90237 -0.44828 0.92120
29 C -3.23594 -0.49799 2.19209
30 C -2.20901 -0.53098 3.22235
31 N -0.93694 -0.60751 2.89360
32 C -0.22668 -0.62706 4.06836
33 C -1.08838 -0.55617 5.11731
34 N -2.34725 -0.49599 4.56249
35 H -5.09948 -0.56729 3.19140
36 H -6.19153 -0.51542 0.90797
37 H -4.08388 -0.40231 -0.86210
38 H 0.84814 -0.68303 4.07753
39 H -0.92309 -0.54301 6.17993
40 H -3.20304 -0.41242 5.08415
41 C 1.11975 -2.27353 -4.08195
42 C -0.12718 -2.58079 -3.32392
43 C -1.36622 -2.74773 -3.87270
44 C -2.44028 -3.01161 -3.01169
45 N -2.29243 -3.11115 -1.69260
46 C -1.07886 -2.97654 -1.15890
47 S -0.74674 -3.16474 0.51240
48 N -0.02564 -2.70183 -1.98383
49 C -3.82223 -3.20269 -3.54183
50 H 0.91224 -2.18459 -5.14430
51 H 1.85714 -3.06453 -3.93423
52 H 1.55442 -1.33645 -3.72803
53 H -1.50859 -2.66886 -4.94029
54 H 0.87235 -2.56975 -1.53241
55 H -3.86403 -3.09555 -4.62293
56 H -4.49749 -2.48225 -3.07857
57 H -4.17607 -4.19563 -3.26126

Results of the natural (NBO) charge analysis, in e, for atoms 1 through 6:
1 Mn 1.308
2 C -1.113
3 Si 1.639
4 C -1.119
5 C -1.113
6 C -0.495



3.
# C3H7N3O2S

2 unconnected molecules or ions with the total composition C3H7N3O2S at a distorted geometry (ωB97M-V/def2-TZVPD, OMol25).

The value obtained for the gap between HOMO and LUMO (spin up / spin down) is 8.07 / 8.19 eV. As for the total energy: -22616.616 eV. As for the net charge: 0. For the LUMO energy (spin up / spin down), the calculation gives -0.6 / -0.8 eV. As for the HOMO energy (spin up / spin down): -8.70 / -8.97 eV. The value obtained for the energy above the lowest of the compared OMol25 structures with the same formula, charge and spin is 153.7 kcal per mole.

Positions of all 16 atoms, in Å:
1 C -0.94028 0.68704 0.10757
2 C 1.73654 0.31580 -1.01840
3 C 1.18720 -0.85525 1.05387
4 N -1.54442 -0.33661 0.04055
5 N 1.25319 0.40156 0.33493
6 N -2.87608 -0.73172 -0.05919
7 O -3.40402 -0.88207 1.01768
8 O -3.32190 -1.00446 -1.14466
9 S -1.19456 2.35281 0.20998
10 H 1.42477 -0.68490 -1.64954
11 H 1.15119 1.17665 -1.63769
12 H 2.76400 0.38127 -0.94017
13 H 0.89255 -0.53476 2.06667
14 H 0.67039 -1.68286 0.45052
15 H 2.08414 -1.38090 1.27783
16 H 0.11726 2.77838 -0.10996

Results of the natural (NBO) charge analysis, in e, for atoms 1 through 6:
1 C 0.252
2 C -0.440
3 C -0.483
4 N -0.377
5 N -0.370
6 N 0.634



4.
# C35H54AuBN6O

A molecular structure, C35H54AuBN6O at a distorted geometry (ωB97M-V/def2-TZVPD, OMol25).

The value obtained for the gap between HOMO and LUMO (spin up / spin down) is 8.51 / 4.78 eV. As for the total energy: -52512.798 eV. As for the net charge: +2. For the LUMO energy (spin up / spin down), the calculation gives -5.5 / -9.1 eV. As for the HOMO energy (spin up / spin down): -13.98 / -13.93 eV. The value obtained for the energy above the lowest of the compared OMol25 structures with the same formula, charge and spin is 1.3 kcal per mole. The multiplicity is 3.

Positions of all 98 atoms, in Å:
1 Au -0.64164 -0.88712 -0.78453
2 C -1.63025 -3.62064 1.32905
3 C -2.10292 -2.63010 2.42288
4 C -3.47746 -1.95736 2.24004
5 C -1.07089 -1.58472 2.72044
6 C -0.63228 -1.11496 3.96604
7 C 0.40249 -0.16970 3.67386
8 C 1.19513 0.54015 4.70998
9 C 2.55677 1.12340 4.32579
10 C 1.23111 -0.32605 5.95627
11 N 0.46933 -0.05421 2.34134
12 N -0.43809 -0.96485 1.76399
13 B 1.29790 0.80965 1.30345
14 N 2.14070 -0.04670 0.28701
15 N 1.44346 -0.98243 -0.54804
16 C 2.34331 -1.73443 -1.14830
17 C 3.63898 -1.39276 -0.71399
18 C 3.47444 -0.33591 0.21650
19 C 4.69472 0.31809 0.84263
20 C 5.27858 -0.60012 1.89616
21 C 4.57204 1.81514 1.16478
22 C 1.96608 -2.71677 -2.23472
23 C 0.80678 -3.65872 -1.80622
24 C 1.92849 -2.06263 -3.63929
25 N 0.43303 1.83649 0.47731
26 N -0.29753 1.27372 -0.58842
27 C -0.94795 2.24355 -1.23823
28 C -0.65251 3.47350 -0.56285
29 C 0.19291 3.16168 0.52087
30 C 0.70312 4.20744 1.46141
31 C 0.07681 4.05999 2.85261
32 C 2.22493 4.34369 1.50615
33 C -1.79760 2.07606 -2.49378
34 C -3.24587 2.35427 -2.08465
35 C -1.31695 3.05038 -3.58848
36 H -2.48012 -4.17811 0.93745
37 H -1.14542 -3.07361 0.51204
38 H -0.88830 -4.34821 1.70232
39 H -2.20470 -3.23089 3.36453
40 H -3.54460 -1.38748 1.32196
41 H -4.27316 -2.69965 2.24934
42 H -3.67436 -1.26965 3.07884
43 H -0.96367 -1.44917 4.91529
44 H 0.57080 1.42214 5.00330
45 H 3.27894 0.35743 4.01877
46 H 2.48137 1.81186 3.48581
47 H 2.97241 1.59559 5.20654
48 H 1.60746 -1.33047 5.71212
49 H 1.88263 0.07077 6.75681
50 H 0.22635 -0.45715 6.37197
51 H 2.11260 1.51456 1.89475
52 H 4.55141 -1.86523 -1.01405
53 H 5.38133 0.25796 -0.04869
54 H 4.61015 -0.69155 2.76687
55 H 5.40581 -1.60242 1.49093
56 H 6.24246 -0.23224 2.24046
57 H 3.70882 1.97241 1.82420
58 H 5.48368 2.09617 1.67748
59 H 4.47978 2.42996 0.28353
60 H 2.86423 -3.37463 -2.24501
61 H -0.13987 -3.31963 -2.18282
62 H 0.99614 -4.63276 -2.24811
63 H 0.72220 -3.77503 -0.71960
64 H 1.09143 -1.38169 -3.75129
65 H 2.83135 -1.51354 -3.84459
66 H 1.80774 -2.82714 -4.41153
67 H -1.02311 4.46482 -0.80920
68 H 0.33006 5.14046 1.00314
69 H 0.36636 3.10540 3.27928
70 H 0.38986 4.87285 3.48818
71 H -0.99419 4.08407 2.76542
72 H 2.71393 3.42528 1.78699
73 H 2.62118 4.60655 0.52000
74 H 2.45539 5.15994 2.19714
75 H -1.64390 1.03606 -2.79193
76 H -3.38324 3.31795 -1.64477
77 H -3.86983 2.33862 -2.96014
78 H -3.65022 1.63291 -1.36886
79 H -1.42638 4.06692 -3.24948
80 H -0.26547 2.91518 -3.86404
81 H -1.91794 2.95270 -4.50324
82 C -5.18706 -1.84970 -1.68527
83 C -3.78346 -1.55467 -2.15519
84 O -2.89525 -1.23796 -1.28405
85 C -3.47187 -1.64713 -3.59820
86 C -2.11122 -1.55555 -3.97464
87 C -1.71939 -1.44966 -5.28749
88 C -2.66775 -1.54135 -6.29308
89 C -4.01631 -1.65519 -5.95608
90 C -4.43002 -1.74974 -4.64932
91 H -5.18309 -1.82096 -0.57056
92 H -5.48271 -2.87643 -2.00131
93 H -5.92164 -1.10396 -2.07416
94 H -1.38916 -1.47624 -3.13923
95 H -0.65775 -1.30906 -5.54424
96 H -2.36833 -1.46038 -7.33793
97 H -4.74032 -1.66787 -6.75044
98 H -5.49120 -1.89951 -4.44392

Results of the Löwdin charge analysis, in e, for atoms 1 through 6:
1 Au 1.130
2 C -0.041
3 C -0.339
4 C -0.041
5 C -0.234
6 C 0.194



5.
# C3H12NO2

3 unconnected molecules or ions with the total composition C3H12NO2 at a distorted geometry (ωB97M-V/def2-TZVPD, OMol25).

The value obtained for the gap between HOMO and LUMO is 9.62 eV. As for the total energy: -8883.652 eV. As for the net charge: +1. For the LUMO energy, the calculation gives -4.6 eV. As for the HOMO energy: -14.21 eV. The value obtained for the energy above the lowest of the compared OMol25 structures with the same formula, charge and spin is 28.2 kcal per mole.

Positions of all 18 atoms, in Å:
1 C 2.00600 1.39474 -1.09181
2 C 0.79594 1.18399 -0.19347
3 C -0.96705 -0.47445 -0.34937
4 N 0.27501 -0.22171 -0.33474
5 H 2.37779 0.48964 -1.53891
6 H 2.83713 1.86213 -0.55848
7 H 1.85373 2.07508 -1.92917
8 H -0.00449 1.86217 -0.47919
9 H 1.04014 1.28318 0.87013
10 H -1.30859 -1.46420 -0.58415
11 H -1.63715 0.28722 0.00621
12 H 0.99020 -0.93658 -0.50223
13 H -5.15787 0.80398 2.56285
14 H -3.89798 0.16067 3.17232
15 O -4.19751 0.86131 2.57836
16 H 1.52185 -3.61380 0.01246
17 H 1.98982 -2.80422 -1.23175
18 O 1.48304 -2.74915 -0.40908

Results of the natural (NBO) charge analysis, in e, for atoms 1 through 6:
1 C -0.646
2 C -0.237
3 C 0.126
4 N -0.381
5 H 0.218
6 H 0.251